Entry 1:
The following is a DFT calculation (wB97M-V/def2-TZVPD) of a single C4H8N2S2 molecule at a distorted geometry.

The geometry in XYZ format:
```
16
Properties=species:S:1:pos:R:3
C -1.994 1.226 -0.051
C -0.611 -0.812 0.195
C 0.225 -0.509 -0.992
C 2.204 -0.303 0.529
H -2.714 0.916 -0.848
H -1.159 1.729 -0.599
H -2.421 1.860 0.740
H -1.973 -0.256 1.455
H 2.034 0.123 -1.509
H 1.512 -0.138 1.365
H 2.618 -1.293 0.678
H 2.979 0.439 0.594
N -1.491 0.085 0.655
N 1.518 -0.286 -0.728
S -0.280 -2.213 1.046
S -0.447 -0.569 -2.529
```

## Properties
total charge	0
SMILES	CNC(=S)C(=S)NC
energy above the lowest of the compared OMol25 structures with the same formula, charge and spin	0.301	eV
HOMO	-8.383	eV
LUMO	0.02	eV
gap between HOMO and LUMO	8.40	eV

=====

Entry 2:
The following is a DFT calculation (wB97M-V/def2-TZVPD) of a single C4H8N2Si molecule at a distorted geometry.

The geometry in XYZ format:
```
15
Properties=species:S:1:pos:R:3
C -2.929 0.748 -0.313
C -1.769 1.219 -0.721
C -2.047 -1.217 0.234
C 1.648 0.563 0.458
N -3.149 -0.524 0.181
N -0.942 -0.722 -0.143
Si 0.740 -0.993 -0.183
H -3.766 1.366 -0.101
H -0.972 1.839 -0.966
H -2.124 -2.085 0.830
H 0.840 1.238 0.983
H 2.324 0.017 1.053
H 2.124 1.229 -0.232
H 1.007 -1.457 -1.576
H 0.728 -2.097 0.824
```

## Properties
total charge	0
energy above the lowest of the compared OMol25 structures with the same formula, charge and spin	2.855	eV
HOMO	-8.667	eV
LUMO	0.03	eV
gap between HOMO and LUMO	8.70	eV

=====

Entry 3:
The following is a DFT calculation (wB97M-V/def2-TZVPD) of an isolated ion of composition C4H8N3O2 and charge +1 at a distorted geometry.

The geometry in XYZ format:
```
17
Properties=species:S:1:pos:R:3
C 0.502 1.372 0.934
C 1.460 -0.509 -0.188
C 1.646 1.007 0.152
C -1.266 -0.205 0.356
N -0.616 0.816 0.904
N 0.342 -0.636 -1.121
N -2.319 -0.115 -0.448
O 1.941 -1.430 0.445
O -1.171 -1.456 0.908
H 0.465 2.104 1.621
H 1.706 1.478 -0.823
H 2.589 0.858 0.808
H 0.249 -1.597 -1.364
H -2.585 0.841 -0.797
H -2.940 -0.875 -0.518
H 0.240 0.062 -1.838
H -0.244 -1.715 0.969
```

## Properties
total charge	+1
SMILES	NC(=O)C/C=N\C(=[NH2+])O
energy above the lowest of the compared OMol25 structures with the same formula, charge and spin	2.034	eV
HOMO	-14.965	eV
LUMO	-4.28	eV
gap between HOMO and LUMO	10.68	eV

=====

Entry 4:
The following is a DFT calculation (wB97M-V/def2-TZVPD) of an isolated ion of composition C4H8N3O2 and charge +1 at a distorted geometry.

The geometry in XYZ format:
```
17
Properties=species:S:1:pos:R:3
C -1.753 0.710 0.047
C 0.708 -1.237 0.452
C -1.562 -0.719 -0.002
C -0.637 1.505 0.031
N -0.550 -1.397 0.453
N 1.438 -0.418 -0.296
N 2.869 -0.588 -0.349
O -2.656 -1.390 -0.361
O -0.753 2.826 0.159
H -2.775 1.108 0.191
H 1.042 -1.959 1.245
H 0.296 1.165 -0.186
H 3.230 -1.299 -0.908
H 3.328 -0.558 0.530
H 3.062 0.206 -0.860
H -3.603 -0.963 -0.456
H -1.683 3.007 0.312
```

## Properties
total charge	+1
SMILES	[NH3+]/N=C/N=C(O)\C=C\O
energy above the lowest of the compared OMol25 structures with the same formula, charge and spin	4.260	eV
HOMO	-13.057	eV
LUMO	-3.74	eV
gap between HOMO and LUMO	9.31	eV

=====

Entry 5:
The following is a DFT calculation (wB97M-V/def2-TZVPD) of an isolated ion of composition C4H8N3O2 and charge +1 at a distorted geometry.

The geometry in XYZ format:
```
17
Properties=species:S:1:pos:R:3
C -0.252 1.019 1.293
C -1.204 -0.098 -2.062
C 0.132 -0.646 -2.101
C -0.370 -0.297 -0.687
N 0.212 0.319 2.300
N 0.363 0.699 -0.033
N 1.241 -0.665 2.044
O -1.190 1.777 1.148
O 1.102 1.483 -0.543
H -1.520 0.898 -2.512
H -2.049 -0.770 -2.014
H 0.342 -1.705 -2.448
H 0.902 0.145 -2.278
H -0.719 -0.874 0.086
H -0.317 0.236 3.146
H 1.187 -1.326 2.699
H 2.140 -0.197 1.965
```

## Properties
total charge	+1
SMILES	NNC(=O)[N+](=O)C1CC1
energy above the lowest of the compared OMol25 structures with the same formula, charge and spin	6.489	eV
HOMO	-14.559	eV
LUMO	-6.44	eV
gap between HOMO and LUMO	8.12	eV

=====

Entry 6:
The following is a DFT calculation (wB97M-V/def2-TZVPD) of a single C4H8N4 molecule at a distorted geometry.

The geometry in XYZ format:
```
16
Properties=species:S:1:pos:R:3
C -2.494 0.194 -0.137
C -0.061 0.375 -0.123
C 2.172 -0.369 0.722
C 2.223 -0.279 -0.740
H -3.431 -1.448 0.330
H -2.597 1.368 -0.518
H -1.147 -1.362 0.026
H -0.727 2.138 0.330
H 2.134 0.624 1.264
H 2.621 -1.196 1.206
H 2.322 0.806 -1.006
H 2.742 -1.020 -1.256
N -3.592 -0.456 0.052
N -1.251 -0.394 -0.098
N 0.143 1.596 0.076
N 0.941 -0.577 -0.128
```

## Properties
total charge	0
SMILES	[H]/N=C\N/C(=N\[H])N1CC1
energy above the lowest of the compared OMol25 structures with the same formula, charge and spin	2.440	eV
HOMO	-9.458	eV
LUMO	1.01	eV
gap between HOMO and LUMO	10.47	eV